# 1
The following is a DFT calculation (ωB97M-V/def2-TZVPD) of a cluster of 2 separate species, C4H13NO2 in total.

For the gap between HOMO and LUMO, the calculation gives 0.3738 hartree. For the molar mass, the calculation gives 107.15 g/mol. Its relative energy (zero: lowest compared OMol25 entry of this formula, charge and spin) is 40.1 kJ/mol. The value obtained for the HOMO energy is -9.468 eV. Its SMILES is CC[C@H](N)CO.O. The energy is -365.4272 a.u.

XYZ file:
```
20
Properties=species:S:1:pos:R:3:forces:R:3:nbo_charge:R:1
O 0.25201 0.91286 1.86977 -0.2 -0.3 0.0 -0.747
O 1.00781 2.93142 -0.14257 0.3 -0.3 0.5 -0.957
N 0.61829 -1.62678 0.59128 0.8 1.8 0.0 -0.823
C -0.34690 -1.76312 -2.23147 0.5 0.0 0.5 -0.603
C -0.71888 0.41521 0.93122 -0.1 0.7 -0.4 -0.083
C -0.01907 -0.46474 -0.08393 0.3 -0.3 0.5 -0.082
C -1.01147 -0.93443 -1.13309 0.0 -1.0 0.0 -0.398
H 1.88377 3.25527 0.10328 -0.1 0.1 -0.2 0.465
H 0.17102 -2.59030 -1.74209 0.2 0.0 -0.2 0.212
H -1.04214 -2.21497 -2.92313 -0.4 0.1 -0.2 0.208
H 0.87785 2.22259 0.51516 -0.1 0.2 -0.1 0.481
H -1.15390 1.27895 0.41338 -0.1 -0.1 0.0 0.176
H -1.52602 -0.12604 1.43350 0.1 -0.1 0.1 0.168
H -1.68209 -1.63446 -0.61658 -0.3 0.3 0.0 0.185
H -1.62418 -0.13005 -1.52650 0.1 0.3 -0.1 0.212
H -0.03109 -2.35348 0.62022 -1.3 -1.6 -0.1 0.338
H -0.22938 1.35637 2.57687 0.1 0.0 0.0 0.480
H 0.39844 -1.18824 -2.78045 0.0 0.0 -0.1 0.207
H 0.73795 -1.36429 1.56620 0.4 0.0 -0.1 0.362
H 0.78867 0.10817 -0.54870 -0.1 0.1 -0.1 0.199
```
Forces are in eV/Å.

***

# 2
The following is a DFT calculation (ωB97M-V/def2-TZVPD) of a cluster of 2 separate species, C4H14N2O in total.

For the gap between HOMO and LUMO, the calculation gives 0.3634 hartree. For the molar mass, the calculation gives 106.17 g/mol. Its relative energy (zero: lowest compared OMol25 entry of this formula, charge and spin) is 138.4 kJ/mol. The value obtained for the HOMO energy is -9.042 eV. Its SMILES is CN(C)CCN.O. The energy is -345.5235 a.u.

XYZ file:
```
21
Properties=species:S:1:pos:R:3:forces:R:3:nbo_charge:R:1
O -1.83291 -2.10390 0.23519 0.4 -0.5 0.6 -0.968
N -1.05968 1.31762 -2.45153 0.0 -0.9 0.1 -0.827
N 0.34927 -0.18848 0.69031 1.1 0.2 0.3 -0.466
C -0.04646 0.89467 -0.21358 -0.8 -1.0 0.0 -0.235
C 1.67339 -0.73773 0.34412 -0.6 0.2 0.0 -0.421
C 0.27625 0.24319 2.09311 -1.2 -0.2 -0.9 -0.419
C -0.27422 0.36695 -1.64703 0.6 1.4 0.3 -0.236
H -1.95597 1.49363 -2.00755 0.2 0.2 -0.1 0.353
H 2.07493 -1.34592 1.14821 -0.3 -0.4 0.0 0.203
H -1.07045 1.14569 0.12341 0.6 0.5 0.0 0.192
H 0.67972 0.25016 -2.16326 0.0 -0.2 0.0 0.182
H 0.65327 1.74763 -0.14717 -0.3 0.0 -0.1 0.168
H 0.27910 -0.67889 2.67305 0.3 0.4 0.5 0.204
H -1.11490 -1.53093 0.57580 0.0 0.2 -0.3 0.487
H -0.54000 2.17783 -2.55290 -0.2 0.2 0.0 0.352
H 2.41547 0.02745 0.18681 0.4 0.8 -0.1 0.171
H -0.70291 0.72309 2.15705 -0.2 -0.3 0.4 0.200
H 0.94070 1.04073 2.42751 0.8 -0.3 -0.1 0.178
H 1.60610 -1.28847 -0.58961 0.0 -0.3 0.1 0.206
H -0.74218 -0.60017 -1.53110 -0.4 -0.2 -0.4 0.217
H -1.60854 -2.95413 0.64916 -0.4 0.3 -0.3 0.460
```
Forces are in eV/Å.

***

# 3
The following is a DFT calculation (ωB97M-V/def2-TZVPD) of a cluster of 2 separate species, C4H5NO2 in total.

For the gap between HOMO and LUMO, the calculation gives 0.3462 hartree. For the molar mass, the calculation gives 99.09 g/mol. Its relative energy (zero: lowest compared OMol25 entry of this formula, charge and spin) is 167.0 kJ/mol. The value obtained for the HOMO energy is -10.013 eV. Its SMILES is CC(=O)C=O.C#N. The energy is -360.6058 a.u.

XYZ file:
```
12
Properties=species:S:1:pos:R:3:forces:R:3:nbo_charge:R:1
O -0.15286 1.52678 0.09904 0.3 -0.4 -0.1 -0.522
O 2.55793 -0.59351 0.32516 -0.3 0.5 0.1 -0.468
N -2.20424 -1.14666 1.02371 -0.2 1.1 0.1 -0.334
C 0.14324 -0.50092 -1.18778 -0.1 0.0 -0.1 -0.728
C 0.49411 0.53553 -0.16805 -0.2 0.2 -0.1 0.501
C 1.81834 0.32505 0.57176 0.4 -0.3 0.0 0.339
C -2.39656 -0.01320 1.12451 0.2 -1.0 0.0 0.085
H -2.54064 1.04642 1.21008 0.0 -0.2 0.0 0.247
H 2.03125 1.09564 1.33813 0.0 -0.1 0.0 0.130
H -0.86233 -0.34308 -1.57751 0.1 0.0 0.1 0.241
H 0.23288 -1.50480 -0.76234 0.0 0.2 0.0 0.260
H 0.87887 -0.42724 -1.99671 -0.1 -0.1 0.1 0.249
```
Forces are in eV/Å.

***

# 4
The following is a DFT calculation (ωB97M-V/def2-TZVPD) of a cluster of 2 separate species, F5N2 in total.

For the gap between HOMO and LUMO (alpha / beta), the calculation gives 0.2186 / 0.3094 hartree. For the molar mass, the calculation gives 123.00 g/mol. The total charge is +1. Its relative energy (zero: lowest compared OMol25 entry of this formula, charge and spin) is 81.9 kJ/mol. The value obtained for the HOMO energy (alpha / beta) is -17.310 / -18.440 eV. The energy is -608.0719 a.u.

XYZ file:
```
7
Properties=species:S:1:pos:R:3:forces:R:3:nbo_charge:R:1
F -1.61340 0.96962 0.88791 -0.3 -1.0 -0.5 -0.097
F 2.05807 -1.18032 0.21099 -1.3 2.4 -1.3 -0.043
F -1.63611 -1.14082 0.17944 -0.3 0.4 1.1 -0.102
F -1.52511 0.40070 -1.21306 0.2 0.6 0.7 -0.118
F 2.11503 0.90140 0.31085 -1.1 -1.5 -1.2 -0.022
N 1.55705 -0.07244 -0.36221 1.8 -0.8 2.5 0.721
N -1.10847 0.07252 0.02924 1.1 -0.1 -1.3 0.661
```
Forces are in eV/Å.

***

# 5
The following is a DFT calculation (ωB97M-V/def2-TZVPD) of an isolated molecule of C10H22O3Si.

For the gap between HOMO and LUMO, the calculation gives 0.3510 hartree. For the molar mass, the calculation gives 218.37 g/mol. Its relative energy (zero: lowest compared OMol25 entry of this formula, charge and spin) is 0.0 kJ/mol. The value obtained for the HOMO energy is -8.537 eV. Its SMILES is C/C=C/C[Si](OCC)(OCC)OCC. The energy is -909.5266 a.u.

XYZ file:
```
36
Properties=species:S:1:pos:R:3:forces:R:3:nbo_charge:R:1
Si -0.47404 0.23678 0.28360 1.1 -0.1 -0.1 2.342
O 0.92934 -0.39640 -0.38121 -0.5 1.1 0.8 -0.925
O -0.44077 -0.22375 1.88004 -0.3 -0.4 -0.2 -0.930
O -1.74849 -0.48813 -0.47653 0.4 1.3 0.5 -0.901
C -3.56204 -0.65443 1.23270 -0.1 0.0 -0.1 -0.638
C 0.97997 2.90443 -3.29492 1.6 0.1 -0.1 -0.643
C 0.81583 -0.12858 2.53934 0.6 0.6 0.1 -0.047
C 0.41088 2.52273 -0.91110 -0.2 0.1 -1.5 -0.178
C 0.88987 -1.69347 -0.92476 -1.3 -0.2 -1.2 -0.054
C 0.08434 2.46784 -2.19258 0.5 0.7 -0.2 -0.200
C -0.52138 2.12033 0.12549 -0.5 -1.4 1.1 -0.958
C 1.44759 -1.47744 2.93590 -1.1 0.5 0.0 -0.631
C -2.49907 -1.31098 0.37255 -1.4 -2.8 -0.7 -0.067
C 2.27349 -2.11352 -1.32952 0.3 -0.6 0.4 -0.626
H 1.40753 -2.16882 2.11331 0.2 -0.2 -0.6 0.209
H -4.31394 -0.16581 0.60752 0.2 0.2 0.0 0.209
H -0.29610 2.56081 1.08507 0.0 0.1 0.4 0.245
H 2.86807 -2.10897 -0.42341 0.4 -0.1 0.1 0.206
H 0.22395 -1.58609 -1.79876 0.2 -0.6 0.1 0.174
H -1.55691 2.35357 -0.11451 -0.1 0.1 -0.1 0.254
H -0.88380 2.13855 -2.52379 -0.5 -0.1 0.2 0.189
H -3.10525 0.05970 1.90580 0.0 0.3 0.2 0.213
H 2.71695 -1.41175 -2.01699 0.0 0.4 -0.3 0.215
H -4.11413 -1.40075 1.83069 0.5 0.2 -0.2 0.219
H -3.03407 -2.03868 -0.31052 0.5 0.6 0.6 0.171
H 2.47816 -1.39855 3.28403 -0.1 0.2 0.0 0.218
H 1.46619 0.45516 1.88187 0.5 -0.2 0.2 0.167
H 0.81025 -1.91870 3.70666 0.2 0.0 0.2 0.209
H -1.80015 -1.92513 0.96008 -0.4 0.1 0.2 0.177
H 2.35967 -3.11544 -1.77659 -0.4 0.3 0.2 0.213
H 2.04076 2.56524 -3.13687 -0.9 0.3 -0.1 0.210
H 0.64808 2.46983 -4.22045 0.0 -0.1 -0.6 0.210
H 0.38621 -2.40426 -0.23791 0.5 0.1 -0.2 0.159
H 1.02654 3.99875 -3.44162 -0.2 -0.4 0.1 0.215
H 1.41598 2.78313 -0.65841 0.5 0.2 0.3 0.201
H 0.67049 0.49280 3.42579 0.0 -0.1 0.1 0.171
```
Forces are in eV/Å.

***

# 6
The following is a DFT calculation (ωB97M-V/def2-TZVPD) of a structure of composition C45H30F4IN12Sc.

For the gap between HOMO and LUMO (alpha / beta), the calculation gives 0.1829 / 0.1817 hartree. For the molar mass, the calculation gives 986.67 g/mol. Its relative energy (zero: lowest compared OMol25 entry of this formula, charge and spin) is 43.5 kJ/mol. The value obtained for the HOMO energy (alpha / beta) is -6.500 / -6.482 eV. The energy is -3848.0207 a.u.

XYZ file:
```
93
Properties=species:S:1:pos:R:3:forces:R:3:mulliken_charge:R:1
I -0.05923 -5.40798 3.48904 0.0 0.0 0.0 0.078
Sc -0.32587 0.19782 -0.09602 0.4 -0.2 0.1 -0.831
F 3.69129 0.53605 -3.08438 0.1 0.0 0.0 -0.346
F -0.51317 -1.36129 -1.90931 0.0 0.0 -0.1 0.038
F 3.17545 0.03121 -5.58894 0.1 0.0 -0.1 -0.339
F -1.00955 -1.80823 -4.49078 -0.1 0.0 0.0 -0.349
N 1.36851 2.54895 1.94785 0.0 0.0 0.0 -0.340
N 0.23630 2.32333 -0.17026 0.2 0.0 0.1 -0.013
N -0.14400 0.67674 2.01403 -0.2 0.0 0.0 0.564
N -1.68892 -0.93261 2.94873 0.0 0.0 -0.1 -0.369
N -0.62764 -3.30893 -0.09097 -0.1 0.1 0.1 -0.053
N -0.42430 2.84991 -2.42696 0.0 0.1 0.0 -0.531
N -1.70762 0.99190 -1.59692 -0.1 0.1 0.0 0.127
N -0.02480 -2.31908 0.59448 0.0 0.0 0.0 1.018
N -2.24888 -0.54543 0.63660 -0.1 0.0 0.0 0.195
N 1.60726 -0.11131 -1.00778 0.0 0.1 -0.1 1.081
N 3.07316 -1.55531 1.35082 0.0 0.0 -0.1 0.953
N -3.47262 -0.64293 -1.43054 -0.1 -0.1 -0.1 -0.525
C -2.30288 1.86691 -3.64107 0.0 0.0 0.0 0.382
C 0.72298 1.56873 2.56349 0.0 -0.1 0.0 -0.705
C 0.30092 3.02103 -1.34507 -0.1 -0.1 -0.1 -0.222
C 2.51137 -0.05391 -3.36115 0.0 -0.1 0.1 0.252
C 3.45862 -0.81407 2.53753 0.0 0.0 0.0 -1.274
C 2.85974 0.24926 -0.35030 -0.1 0.0 0.0 -0.327
C -2.38408 2.58030 -4.83144 0.0 0.0 0.0 -0.293
C 3.64305 -0.96382 0.14424 0.0 0.0 0.0 -1.535
C -2.37316 -1.16710 1.84472 0.0 -0.1 0.1 -0.321
C 0.25015 -2.84264 1.77685 0.1 0.1 0.0 -0.438
C 0.15073 -1.22311 -4.16963 0.1 0.1 0.0 -0.168
C 0.82040 1.33601 3.99569 0.0 0.0 0.0 0.487
C 1.31137 4.06910 -1.24445 0.1 0.1 0.1 0.468
C -3.20351 -1.03947 -0.20035 0.0 0.0 0.0 -0.129
C 1.12971 2.88283 0.69661 0.0 0.0 0.0 -0.259
C 1.75990 5.02959 -2.14036 0.0 0.0 0.0 -0.184
C 2.81458 4.85716 0.49107 -0.1 -0.1 0.0 -0.231
C -3.20676 0.84806 -3.34166 0.0 0.0 0.0 0.382
C 3.26836 5.81113 -0.40426 0.0 0.0 0.0 -0.699
C -4.22657 0.50583 -4.22262 0.0 0.0 0.1 -0.320
C 0.42577 -0.97623 -2.85098 0.0 -0.1 0.0 -0.513
C -0.07850 0.30923 4.28805 0.0 0.1 0.0 0.453
C 1.58571 -0.36143 -2.33483 -0.1 0.0 -0.2 0.935
C -0.75214 -4.43436 0.63063 -0.1 -0.1 -0.1 -0.292
C 1.07047 -0.88944 -5.14328 0.0 0.0 0.0 -0.726
C 3.45617 -2.94959 1.47894 0.0 0.0 0.0 -1.346
C -4.87511 -3.97641 2.25935 0.0 0.0 0.0 -0.731
C 2.74722 5.89395 -1.70116 0.1 0.1 0.0 -0.677
C -3.41558 -2.17981 1.76304 0.0 0.0 0.0 0.490
C -3.87418 -3.12026 2.67965 0.0 0.1 0.0 -0.295
C -1.39008 1.94609 -2.51028 0.0 -0.1 0.0 -0.171
C -2.82013 0.32631 -2.03963 0.1 0.0 -0.1 -0.146
C -4.96123 -2.94825 0.05916 0.0 0.0 0.0 -0.077
C -5.41274 -3.88838 0.96642 -0.1 -0.1 0.0 -0.724
C -0.70662 -0.05771 3.02925 0.0 0.0 0.1 -0.699
C -3.39207 2.23291 -5.71151 0.0 0.0 0.0 -0.701
C 1.41809 1.47366 6.28302 0.0 0.0 0.0 -0.819
C 0.51472 0.44081 6.57748 0.0 0.0 0.1 -0.628
C -0.19449 -4.16989 1.85817 0.0 0.1 0.0 -1.429
C -3.94182 -2.09763 0.47417 -0.1 -0.1 0.1 0.340
C 2.24438 -0.31447 -4.69235 -0.1 -0.1 0.1 0.109
C -0.25124 -0.14883 5.59072 0.0 0.0 -0.1 -0.324
C 1.57784 1.94175 4.99278 0.0 0.0 -0.1 -0.052
C 1.82979 3.98773 0.04312 0.0 0.0 0.0 0.458
C -4.30198 1.20831 -5.41030 0.0 0.0 0.0 -0.674
H 3.18996 0.23818 2.44362 0.0 0.0 0.0 0.279
H -3.44570 -3.17519 3.67216 0.0 0.0 0.0 0.607
H 3.50417 0.85563 -0.98350 0.0 0.0 0.0 0.548
H -5.37470 -2.87782 -0.93891 0.0 0.0 0.0 0.590
H 3.65445 -1.72088 -0.64320 0.0 0.0 0.0 0.472
H 3.20357 4.77865 1.49778 0.0 0.0 0.0 0.579
H -4.92494 -0.28456 -3.98011 0.0 0.0 0.0 0.564
H -3.48671 2.75831 -6.65350 0.0 0.0 0.0 0.411
H -0.94501 -3.13536 -1.02920 0.0 0.0 0.0 -0.046
H -0.95729 -0.93927 5.80959 0.0 0.0 0.0 0.582
H 4.54432 -0.87030 2.72915 0.0 0.0 0.0 0.378
H 4.69402 -0.66974 0.31569 0.0 0.0 0.0 0.417
H 4.54977 -3.08358 1.53524 0.0 0.0 0.0 0.396
H 3.12995 6.65404 -2.37062 0.0 0.0 0.0 0.404
H 4.03983 6.50858 -0.10343 0.0 0.0 0.0 0.405
H -6.19922 -4.57560 0.67972 0.0 0.0 0.0 0.414
H -5.25680 -4.73167 2.93487 0.0 0.0 0.0 0.412
H 0.88744 -1.06133 -6.19290 0.0 0.0 0.0 0.527
H 0.41873 0.10759 7.60340 0.0 0.0 0.0 0.426
H 1.35600 5.09545 -3.14192 0.0 0.0 0.0 0.582
H 2.93910 -1.20901 3.41405 0.0 0.0 0.0 0.382
H 3.02446 -3.38003 2.38628 0.0 0.0 0.0 0.341
H 2.26466 2.74350 4.75455 0.0 0.0 0.0 0.570
H 2.62531 0.87490 0.51216 0.0 0.0 0.1 -0.310
H 0.75128 -2.24961 2.52211 0.0 0.0 0.0 0.791
H -5.07590 0.96951 -6.12850 0.0 0.0 0.0 0.416
H 1.99522 1.91036 7.08847 0.0 0.0 0.0 0.414
H -1.68041 3.37212 -5.05315 0.0 0.0 0.0 0.575
H 3.08210 -3.51804 0.62604 0.0 0.0 0.0 0.356
H -1.22020 -5.31752 0.22793 0.0 0.0 0.0 0.528
```
Forces are in eV/Å.